w.
C18H50BaO16 as an isolated structure. Source: the OMol25 dataset; level of theory: ωB97M-V/def2-TZVPD.

HOMO = -0.2884 Ha
spin multiplicity = 1
gap between HOMO and LUMO = 6.420 eV
E_LUMO = -1.4 eV
molecular weight = 659.91 g/mol

The geometry in XYZ format:
```
85
C18H50BaO16 (ωB97M-V/def2-TZVPD)
Ba 3.66555 1.29556 -2.15477
C 0.71293 -0.45937 1.18662
C -0.70187 -0.70395 1.27434
C -1.50211 -0.65511 0.00678
O -2.66987 -1.05439 0.00670
C -0.90562 -0.12728 -1.15923
C 0.42638 0.19354 -1.19079
C 1.29938 -0.14161 0.01712
O 2.58078 0.07355 -0.10367
O 0.95711 0.82260 -2.18011
O -1.24143 -0.91173 2.32154
H 1.36796 -0.52612 2.04556
H -1.40896 -0.16544 -2.11696
C -5.30523 -1.75726 2.29815
O -3.93919 -1.89713 2.67014
H -5.62526 -2.60830 1.66680
H -5.96746 -1.69916 3.16133
H -5.46595 -0.86257 1.67424
H -3.39595 -1.49615 1.96842
C -1.15622 3.24067 0.30163
O -2.23673 3.94525 -0.31326
H -0.58671 3.89993 0.95196
H -1.48939 2.38016 0.89106
H -0.44919 2.84525 -0.47278
H -2.95686 3.33033 -0.56644
C 4.70139 1.48575 1.63952
O 5.02700 1.85404 0.30896
H 4.53601 2.36692 2.27189
H 3.75001 0.96692 1.66499
H 5.48115 0.87208 2.08732
H 5.70142 2.53842 0.39135
C -4.03087 -2.34494 -3.06927
O -2.76782 -2.73155 -2.53679
H -4.79187 -2.24713 -2.28712
H -3.95480 -1.40797 -3.64313
H -4.38552 -3.11386 -3.75860
H -2.59779 -2.14786 -1.77905
C -0.36711 0.00188 -5.09342
O -0.26278 1.27474 -4.52132
H 0.45710 -0.64173 -4.75931
H -1.30634 -0.50765 -4.86364
H -0.29921 0.11061 -6.17547
H -0.01673 1.17542 -3.56221
C 3.39914 -3.08728 0.56672
O 4.14357 -1.91459 0.88394
H 3.78191 -3.55583 -0.34621
H 3.40194 -3.74414 1.42599
H 2.36541 -2.82963 0.31625
H 3.53986 -1.14797 0.69050
C 2.75834 2.94168 -5.62324
O 2.36470 2.12852 -4.49981
H 3.25712 2.34464 -6.40457
H 1.92285 3.43161 -6.12675
H 3.47583 3.72229 -5.34630
H 1.37375 1.95077 -4.60851
C -3.32616 0.71614 4.70183
O -3.29959 -0.34678 5.67749
H -2.56464 0.46799 3.96383
H -4.29672 0.83690 4.22471
H -2.94214 1.64340 5.15357
H -3.95337 -0.12820 6.34988
C 0.99247 2.35205 3.70135
O -0.34322 2.10273 3.32322
H 1.71770 2.08076 2.91235
H 1.11202 3.39748 3.97922
H 1.28695 1.75578 4.58391
H -0.41232 1.20664 2.95952
C -5.50410 2.13584 -1.18067
O -4.10818 1.90942 -0.92170
H -5.79902 3.08048 -0.70774
H -5.70362 2.28589 -2.25574
H -6.15856 1.33847 -0.82347
H -3.95210 0.95475 -0.79262
C 1.04590 -4.10046 3.07721
O 0.63451 -3.62347 4.33343
H 0.35546 -4.84771 2.70132
H 1.10107 -3.25926 2.38222
H 2.03108 -4.57379 3.17129
H 1.41835 -3.27539 4.76302
C 6.23768 -1.56049 -2.07283
O 5.31752 -0.73367 -1.31671
H 6.05238 -2.60546 -1.81995
H 5.96048 -1.49924 -3.13102
H 7.26597 -1.24481 -1.93282
H 5.17044 -1.17140 -0.43125
```

=====

x.
C18H50BaO16 as an isolated structure. Source: the OMol25 dataset; level of theory: ωB97M-V/def2-TZVPD.

HOMO = -0.2892 Ha
spin multiplicity = 1
gap between HOMO and LUMO = 6.217 eV
E_LUMO = -1.7 eV
molecular weight = 659.91 g/mol

The geometry in XYZ format:
```
85
C18H50BaO16 (ωB97M-V/def2-TZVPD)
Ba -4.10496 0.00183 1.29154
C 0.43908 1.26842 0.42706
C -0.76577 0.69048 0.33160
C -0.92198 -0.62884 -0.40238
O -2.13324 -1.12818 -0.49925
C 0.12484 -1.11709 -1.09424
C 1.44755 -0.55913 -1.00110
C 1.61691 0.73241 -0.20379
O 2.68009 1.30230 -0.14705
O 2.40019 -1.01464 -1.58330
O -1.86506 1.18839 0.79978
H 0.46597 2.23105 0.92899
H -0.01707 -2.01020 -1.69145
C -1.08836 4.78143 0.33149
O -2.14423 3.83127 0.44175
H -1.54573 5.76276 0.21866
H -0.49139 4.80473 1.24723
H -0.44058 4.57207 -0.51807
H -1.77429 2.93027 0.51905
C 6.18070 2.00986 0.55440
O 6.15640 2.08440 -0.85656
H 7.14546 1.66825 0.95445
H 5.96312 2.98704 1.00356
H 5.44130 1.30286 0.92145
H 6.65768 2.86330 -1.10890
C -0.06641 2.71298 -2.96784
O 0.63128 1.82024 -3.81787
H -1.10197 2.82901 -3.29979
H -0.12885 2.34939 -1.93095
H 0.51043 3.63315 -2.91116
H 0.03668 1.12494 -4.11210
C 1.23328 -2.64355 1.85678
O 2.32917 -3.13794 2.61581
H 0.31745 -3.21685 2.07198
H 1.02825 -1.64368 2.23456
H 1.41893 -2.68760 0.78531
H 2.50772 -4.05095 2.37628
C -3.27741 -2.49252 -3.59855
O -2.35678 -1.49702 -3.22922
H -3.51988 -2.34397 -4.65194
H -2.89431 -3.51048 -3.47274
H -4.22226 -2.41149 -3.04047
H -2.25545 -1.49976 -2.26104
C -0.57442 1.89048 3.98762
O -1.23276 1.09973 4.99289
H -0.16996 1.21805 3.23951
H -1.28473 2.57999 3.51780
H 0.20633 2.50538 4.43950
H -1.53074 1.71009 5.67277
C -6.01023 -2.71425 -0.59861
O -4.78164 -2.31270 0.01987
H -6.68716 -1.86440 -0.66019
H -5.82476 -3.06731 -1.61402
H -6.46097 -3.54501 -0.05401
H -4.08646 -2.90172 -0.32978
C 2.06053 -4.46797 -2.71263
O 3.07586 -3.70243 -2.08147
H 1.49215 -3.84053 -3.40417
H 2.53043 -5.28541 -3.25622
H 1.38510 -4.90867 -1.96722
H 2.68320 -2.83550 -1.89249
C -5.56958 3.59286 1.07018
O -4.40120 2.85793 1.39425
H -5.63584 4.53521 1.61777
H -5.65711 3.78437 -0.00151
H -6.44998 3.01388 1.36893
H -3.61518 3.33026 1.02016
C -1.30341 -4.58488 -0.54371
O -2.47098 -3.77389 -0.54515
H -1.23543 -5.16096 0.38188
H -1.32424 -5.28197 -1.38306
H -0.40614 -3.97405 -0.65071
H -2.20110 -2.83447 -0.47969
C 4.47015 -1.55196 0.87442
O 5.46165 -1.33167 -0.12599
H 4.13140 -0.58837 1.24961
H 3.62062 -2.08187 0.44025
H 4.84955 -2.17263 1.68853
H 6.10897 -2.03685 -0.05898
C 2.89953 3.51091 2.32922
O 2.77452 3.92705 0.98480
H 1.95965 3.08414 2.70832
H 3.69566 2.77629 2.47340
H 3.12413 4.39268 2.93061
H 2.76808 3.12123 0.44529
```

=====

Short version: w, x, most stable first.

=====

w.
A 2-piece molecular cluster, C5H15NO overall. Source: the OMol25 dataset; level of theory: ωB97M-V/def2-TZVPD.

HOMO = -0.3092 Ha
spin multiplicity = 1
gap between HOMO and LUMO = 9.238 eV
SMILES string = CCCN(C)C.O
E_LUMO = 0.8 eV
molecular weight = 105.18 g/mol

The geometry in XYZ format:
```
22
C5H15NO (ωB97M-V/def2-TZVPD)
C -0.60250 2.10205 -0.35483
C -0.30235 0.56024 0.00741
C 0.66455 -0.28314 -0.87608
N 1.07526 -1.56456 -0.26105
C -0.06250 -2.30479 0.29802
C 1.80083 -2.30920 -1.28910
H -1.39965 2.49706 0.29719
H -0.88205 2.28937 -1.40524
H 0.33197 2.64609 -0.13708
H 0.15110 0.58427 1.01699
H -1.28394 0.05535 0.09127
H 0.27173 -0.37754 -1.90673
H 1.56420 0.36065 -0.91644
H -0.40279 -1.82294 1.23003
H 0.14855 -3.36689 0.50782
H -0.87587 -2.24777 -0.44479
H 2.11634 -3.30532 -0.93581
H 2.70173 -1.71621 -1.52008
H 1.21464 -2.43372 -2.21510
O -2.21358 3.20408 2.77836
H -2.19952 3.46174 3.72793
H -1.81619 3.97118 2.30730
```

=====

x.
A 2-piece molecular cluster, C5H15NO overall. Source: the OMol25 dataset; level of theory: ωB97M-V/def2-TZVPD.

HOMO = -0.3042 Ha
spin multiplicity = 1
gap between HOMO and LUMO = 8.921 eV
SMILES string = CCN(C)CC.O
E_LUMO = 0.6 eV
molecular weight = 105.18 g/mol

The geometry in XYZ format:
```
22
C5H15NO (ωB97M-V/def2-TZVPD)
C -0.50714 -1.31341 -1.32951
C 0.54105 -1.86431 -0.23296
N 0.91782 -0.98578 0.86805
C -0.21697 -0.52184 1.60109
C 1.71145 0.21021 0.43055
C 0.81749 1.52829 -0.06192
H 0.00002 -0.45903 -1.84016
H -1.29171 -0.78043 -0.47493
H -1.07847 -1.96894 -2.07060
H 0.08630 -2.69673 0.31403
H 1.52476 -2.19547 -0.73208
H 0.15061 0.08868 2.43397
H -0.92760 0.15962 1.05405
H -0.70408 -1.57620 2.00319
H 2.27250 0.68574 1.29132
H 2.49702 -0.17917 -0.32856
H 1.59028 2.39074 -0.12622
H 0.34424 1.40818 -1.03235
H 0.09846 1.75760 0.63394
O -2.29373 2.00702 -0.56230
H -2.63734 2.89017 -0.78379
H -2.89495 1.41506 -1.05481
```

=====

y.
A 2-piece molecular cluster, C5H15NO overall. Source: the OMol25 dataset; level of theory: ωB97M-V/def2-TZVPD.

HOMO = -0.3161 Ha
spin multiplicity = 1
gap between HOMO and LUMO = 9.563 eV
SMILES string = CCN(C)CC.O
E_LUMO = 1.0 eV
molecular weight = 105.18 g/mol

The geometry in XYZ format:
```
22
C5H15NO (ωB97M-V/def2-TZVPD)
C 1.94734 -0.24076 1.55768
C 1.32950 0.53134 0.40380
N 0.06673 0.03780 -0.09368
C 0.05558 -1.34041 -0.60370
C -0.42110 0.96469 -1.11541
C -1.85228 0.66710 -1.61228
H 1.48318 -0.03971 2.51579
H 2.11311 -1.29941 1.42487
H 2.92471 0.24020 1.66630
H 2.13493 0.51703 -0.35053
H 1.11913 1.56223 0.67640
H 0.83516 -1.38085 -1.38881
H -0.89186 -1.60217 -1.04863
H 0.44643 -1.95532 0.20376
H 0.24944 0.96263 -1.98684
H -0.49678 1.94685 -0.64891
H -2.41171 0.25876 -0.76674
H -1.78867 -0.19186 -2.28679
H -2.32803 1.49941 -2.11083
O -1.70576 -0.13629 2.12346
H -1.00439 -0.77741 2.27301
H -1.80466 -0.22386 1.16808
```

=====

z.
A 2-piece molecular cluster, C5H15NO overall. Source: the OMol25 dataset; level of theory: ωB97M-V/def2-TZVPD.

HOMO = -0.3111 Ha
spin multiplicity = 1
gap between HOMO and LUMO = 9.205 eV
SMILES string = CCCN(C)C.O
E_LUMO = 0.7 eV
molecular weight = 105.18 g/mol

The geometry in XYZ format:
```
22
C5H15NO (ωB97M-V/def2-TZVPD)
C -0.15796 -0.32637 1.86203
C -0.96289 -0.48170 0.53673
C -0.96070 0.75905 -0.29389
N 0.18653 1.12516 -1.11183
C 0.77118 0.01135 -1.88074
C -0.19983 2.20463 -2.03314
H -0.83651 -0.31562 2.72716
H 0.35051 -1.25119 2.14541
H 0.36369 0.63585 1.85655
H -1.99077 -0.72971 0.79259
H -0.45769 -1.29468 0.01652
H -1.15443 1.63416 0.40991
H -1.94900 0.88853 -0.79387
H 1.80948 0.31725 -2.08080
H 0.20906 -0.37346 -2.74585
H 0.74556 -0.90496 -1.29453
H 0.76872 2.67884 -2.30036
H -0.69580 1.89934 -2.94576
H -0.76140 2.96813 -1.48511
O 1.67003 -2.97650 3.25728
H 2.31105 -3.00381 2.53146
H 0.94116 -3.46429 2.83026
```

=====

Short version: y, w, z, x, most stable first.

=====

w.
A 2-piece molecular cluster, C5H15NO overall. Source: the OMol25 dataset; level of theory: ωB97M-V/def2-TZVPD.

HOMO = -0.3255 Ha
spin multiplicity = 1
gap between HOMO and LUMO = 9.733 eV
SMILES string = CCN(C)CC.O
E_LUMO = 0.9 eV
molecular weight = 105.18 g/mol

The geometry in XYZ format:
```
22
C5H15NO (ωB97M-V/def2-TZVPD)
C -1.42781 1.59577 -1.57091
C -0.26859 1.07649 -0.72907
N -0.72592 0.30873 0.43329
C -1.72806 -0.69950 0.08191
C 0.42810 -0.35493 1.02913
C 1.35437 0.66206 1.69365
H -1.21954 2.49326 -2.15483
H -1.97275 0.86407 -2.15422
H -2.10193 2.06060 -0.83198
H 0.42021 0.43301 -1.31236
H 0.36361 1.94347 -0.51332
H -2.08025 -1.09329 1.03406
H -1.35029 -1.55415 -0.50485
H -2.59594 -0.26454 -0.40159
H 1.06357 -0.97485 0.39081
H -0.01237 -1.02042 1.78204
H 2.07045 1.08500 0.98534
H 0.75383 1.43477 2.16098
H 1.88176 0.21270 2.53985
O 2.29155 -3.04879 -0.46373
H 2.85187 -3.00332 -1.23930
H 2.00414 -2.15615 -0.25491
```

=====

x.
A 2-piece molecular cluster, C5H15NO overall. Source: the OMol25 dataset; level of theory: ωB97M-V/def2-TZVPD.

HOMO = -0.3396 Ha
spin multiplicity = 1
gap between HOMO and LUMO = 10.143 eV
SMILES string = CC(C)CCN.O
E_LUMO = 0.9 eV
molecular weight = 105.18 g/mol

The geometry in XYZ format:
```
22
C5H15NO (ωB97M-V/def2-TZVPD)
C 1.83092 0.12431 0.80616
C 0.67480 0.71278 -0.02755
C 0.43544 2.16048 0.38335
C -0.60371 -0.14938 0.15410
C -1.74163 0.27587 -0.77650
N -2.09187 -0.71687 -1.79810
H 1.48308 -0.32725 1.74081
H 2.50269 -0.50487 0.23446
H 2.42527 0.95473 1.19354
H 1.02549 0.66605 -1.05620
H -0.44148 2.61146 -0.08537
H 0.13638 2.15879 1.44164
H 1.34511 2.75411 0.32039
H -0.23971 -1.14660 -0.05315
H -0.76252 -0.05710 1.23549
H -2.63903 0.46472 -0.18846
H -1.51599 1.20205 -1.30587
H -1.36500 -0.80144 -2.49228
H -2.37902 -1.58253 -1.36508
O 0.83782 -3.24169 0.50056
H 0.28820 -2.83219 -0.16792
H 0.79475 -2.72546 1.30597
```

=====

y.
A 2-piece molecular cluster, C5H15NO overall. Source: the OMol25 dataset; level of theory: ωB97M-V/def2-TZVPD.

HOMO = -0.3367 Ha
spin multiplicity = 1
gap between HOMO and LUMO = 9.790 eV
SMILES string = CCCN(C)C.O
E_LUMO = 0.6 eV
molecular weight = 105.18 g/mol

The geometry in XYZ format:
```
22
C5H15NO (ωB97M-V/def2-TZVPD)
C 1.65093 -1.76679 2.23591
C 1.95251 -0.60463 1.24754
C 0.72553 0.15446 1.08936
N -0.06705 -0.52350 -0.04528
C 0.07791 0.42210 -1.29608
C -1.50149 -0.42063 0.27881
H 0.79477 -2.22144 1.68110
H 1.30059 -1.21005 3.09222
H 2.46005 -2.40570 2.32903
H 2.66543 -0.02229 1.72484
H 2.58842 -0.76161 0.48041
H 0.21860 0.13618 2.08188
H 0.87275 1.18657 0.80140
H -0.31869 -0.02471 -2.27731
H -0.41042 1.38338 -1.14976
H 1.04446 0.56417 -1.48372
H -2.09800 -0.96731 -0.48314
H -1.85795 0.59012 0.58791
H -1.45421 -1.09648 1.29705
O -2.93755 2.93203 -4.21033
H -3.39234 2.38111 -3.52004
H -2.31425 2.27502 -4.46180
```

=====

z.
A 2-piece molecular cluster, C5H15NO overall. Source: the OMol25 dataset; level of theory: ωB97M-V/def2-TZVPD.

HOMO = -0.3165 Ha
spin multiplicity = 1
gap between HOMO and LUMO = 9.413 eV
SMILES string = CCCN(C)C.O
E_LUMO = 0.8 eV
molecular weight = 105.18 g/mol

The geometry in XYZ format:
```
22
C5H15NO (ωB97M-V/def2-TZVPD)
C 0.95837 0.01376 2.37998
C -0.12194 0.63633 1.50801
C 0.37530 0.78841 0.05835
N 0.96700 -0.44235 -0.44299
C -0.01901 -1.55889 -0.49610
C 1.55280 -0.25977 -1.77597
H 1.10170 -1.12922 2.15059
H 1.94282 0.43268 2.22642
H 0.67126 0.03724 3.46512
H -0.43720 1.64631 1.86154
H -1.04640 -0.02286 1.54552
H 1.13753 1.58037 0.05531
H -0.51487 1.11889 -0.56326
H 0.50555 -2.56970 -0.77137
H -0.83526 -1.35826 -1.25826
H -0.50175 -1.73663 0.46973
H 2.30752 0.56850 -1.72944
H 2.01234 -1.26247 -2.06440
H 0.81843 -0.00478 -2.50844
O -3.02519 0.92098 -1.02455
H -2.50850 0.38313 -0.36370
H -3.69377 0.32642 -1.26367
```

=====

Short version: x, w, z, y, most stable first.